Entry 1:
ORCA calculation (ωB97M-V/def2-TZVPD) on one molecule with the formula C17H22N4O3S3 in a non-equilibrium geometry.

The geometry in ORCA input format:
```
! wB97M-V def2-TZVPD RIJCOSX def2/J DEFGRID3
* xyz 0 1
C -4.71051 -3.79556 -1.10378
C -4.51284 -2.37322 -0.76378
N -3.74136 -1.56832 -1.39201
N -3.71439 -0.33197 -0.90991
C -4.47829 -0.15492 0.12263
S -4.68679 1.29916 1.02769
C -3.89169 2.63013 0.02980
C -4.39884 2.66622 -1.40169
C -2.36151 2.62668 0.14814
O -1.79932 3.50359 0.76500
N -1.76598 1.60539 -0.50809
C -0.40512 1.33587 -0.63472
C 0.58941 2.20830 -0.19371
C 1.91975 1.87253 -0.37015
C 2.25723 0.67675 -0.97399
S 3.98577 0.23060 -1.15922
O 4.75437 1.43948 -1.20602
O 4.08461 -0.70576 -2.24110
N 4.44584 -0.57685 0.21332
C 4.64669 0.18269 1.42237
C 3.41737 0.16716 2.33390
C 2.99617 -1.27540 2.60674
C 2.72746 -1.99106 1.28436
C 3.97586 -1.92639 0.40140
C 1.27973 -0.19010 -1.42730
C -0.05131 0.13701 -1.26032
S -5.34550 -1.60378 0.59393
H -4.09502 -4.04586 -1.96345
H -4.43352 -4.42690 -0.26080
H -5.75693 -3.98506 -1.33846
H -4.23388 3.51889 0.56990
H -5.48092 2.78055 -1.41125
H -4.13935 1.76090 -1.94426
H -3.95590 3.51867 -1.91284
H -2.38071 0.88792 -0.90650
H 0.31473 3.13650 0.27883
H 2.70772 2.54000 -0.05901
H 4.90730 1.19510 1.11378
H 5.50182 -0.25094 1.95496
H 2.59396 0.70021 1.85450
H 3.65606 0.67735 3.26822
H 2.10223 -1.29350 3.23319
H 3.79554 -1.79242 3.14299
H 1.88996 -1.50970 0.77503
H 2.46567 -3.03539 1.46203
H 3.78883 -2.33195 -0.59303
H 4.78309 -2.50385 0.86803
H 1.57860 -1.10114 -1.92112
H -0.82608 -0.52759 -1.61422
*
```

Output
ΔE to the lowest compared entry with this formula, charge and spin ... 0.0 kcal per mole
Frontier orbital gap ... 8.71 eV
Total energy ... -2300.31914 a.u.
LUMO ... 0.105 eV
SMILES string ... Cc1nnc(S[C@H](C)C(=O)Nc2ccc(S(=O)(=O)N3CCCCC3)cc2)s1

Entry 2:
ORCA calculation (ωB97M-V/def2-TZVPD) on an isolated ion of composition C2H14NSi3 and charge +1 in a non-equilibrium geometry.

The geometry in ORCA input format:
```
! wB97M-V def2-TZVPD RIJCOSX def2/J DEFGRID3
* xyz 1 1
C 1.79196 -0.82652 -1.29296
C 1.22681 -0.34239 0.11331
N 2.45697 0.09397 1.00941
Si 0.09666 1.26718 0.00878
Si -1.97720 0.40081 -0.63491
Si -3.73984 -0.32985 0.68281
H 2.58611 -0.25275 -1.70516
H 2.09945 -1.79757 -1.26204
H 0.95711 -0.80801 -2.05113
H 0.74607 -1.25564 0.43153
H 2.97699 -0.75646 1.31922
H 2.11363 0.71560 1.82473
H 3.00160 0.63508 0.35031
H 1.17387 2.19668 -0.75567
H 0.35579 2.00744 1.42593
H -1.16658 -0.82418 -0.87646
H -2.43589 1.23363 -1.80891
H -3.08878 -1.36985 1.51193
H -5.04289 -0.97941 0.38472
H -4.13183 0.99224 1.32456
*
```

Output
ΔE to the lowest compared entry with this formula, charge and spin ... 5.2 kcal per mole
Frontier orbital gap ... 9.63 eV
Total energy ... -1007.46357 a.u.
LUMO ... -3.756 eV
SMILES string ... C[C@@H]([NH3+])[SiH2][SiH2][SiH3]

Entry 3:
ORCA calculation (ωB97M-V/def2-TZVPD) on C3HI3O as an isolated structure in a non-equilibrium geometry.

The geometry in ORCA input format:
```
! wB97M-V def2-TZVPD RIJCOSX def2/J DEFGRID3
* xyz 0 1
C -0.19808 -0.10532 0.42074
C 0.51246 0.05924 1.49602
C -0.53820 -0.10339 -0.85286
O -1.58940 0.41932 -1.45889
I 1.80701 1.77277 1.58316
I 0.72851 -1.11443 3.31335
I 0.74704 -1.35795 -2.08067
H -1.46934 0.42977 -2.42084
*
```

Output
ΔE to the lowest compared entry with this formula, charge and spin ... 0.0 kcal per mole
Frontier orbital gap ... 8.44 eV
Total energy ... -1083.14674 a.u.
LUMO ... -0.631 eV

Entry 4:
ORCA calculation (ωB97M-V/def2-TZVPD) on C41H44BrFN5O5RuSi2 as an isolated structure in a non-equilibrium geometry.

The geometry in ORCA input format:
```
! wB97M-V def2-TZVPD RIJCOSX def2/J DEFGRID3
* xyz 0 6
Ru -0.72790 0.21986 0.07258
C 0.72300 -4.41309 -0.44310
Si 1.54638 -2.74024 -0.76574
C 3.42756 -2.64500 -0.90147
C 1.02912 -2.34134 -2.54424
C 1.47354 -3.37581 -3.38370
C 1.30207 -3.34396 -4.75427
C 0.67435 -2.25164 -5.33505
C 0.22970 -1.22332 -4.52466
C 0.38870 -1.24253 -3.13360
Si -0.37870 0.27679 -2.26894
C -2.18147 0.28942 -2.96655
C 0.50398 1.77553 -3.05974
H 1.22887 -5.19392 -1.01407
H -0.31847 -4.38820 -0.77012
H 0.75567 -4.69739 0.60647
H 3.79169 -3.48967 -1.49122
H 3.92862 -2.66996 0.06310
H 3.72270 -1.73507 -1.42750
H 1.97519 -4.23611 -2.94872
H 1.65623 -4.16469 -5.36592
H 0.53196 -2.20622 -6.40770
H -0.26801 -0.37506 -4.98383
H -2.29506 1.04796 -3.74343
H -2.90710 0.51467 -2.18354
H -2.42650 -0.69016 -3.38447
H 0.19389 1.89410 -4.10061
H 1.58903 1.65060 -3.03826
H 0.26101 2.69873 -2.53089
C 1.78115 -2.98764 7.06065
C 2.45668 -1.81908 6.34829
N 1.63250 -1.27717 5.27742
C 1.80585 -1.76803 4.03026
C 1.10875 -1.35651 2.93086
C 1.47344 -2.06822 1.69869
O 2.21384 -3.03774 1.74891
O 1.01338 -1.66329 0.49326
C 0.10511 -0.32364 3.09767
O -0.66907 0.08293 2.18691
C -0.02034 0.23298 4.39861
C -0.91946 1.32156 4.60425
C -1.10850 1.83350 5.85287
F -1.93131 2.89427 6.00928
C -0.45583 1.31034 6.96448
C 0.43794 0.21098 6.77936
C 0.69518 -0.27719 5.51314
N -0.75055 1.65188 8.35800
C 0.41220 2.17753 9.14935
C 0.14906 1.85562 10.63938
N -1.25907 1.48032 10.76891
C -2.12083 2.51442 10.19965
C -1.91388 2.52812 8.65976
H 2.41525 -3.36924 7.86110
H 1.59288 -3.79552 6.35306
H 0.82559 -2.68279 7.48946
H 3.39703 -2.14840 5.90841
H 2.68978 -1.01896 7.05066
H 2.56178 -2.53103 3.91248
H -1.43115 1.73729 3.74748
H 0.88419 -0.24268 7.65547
H 0.47555 3.24789 8.96503
H 1.32424 1.71956 8.78157
H 0.41065 2.72637 11.25104
H 0.75958 1.01433 10.96736
H -1.49871 1.27410 11.72742
H -0.99001 0.77490 8.84514
H -1.89294 3.50372 10.61463
H -3.15668 2.28065 10.43301
H -1.69606 3.52619 8.29268
H -2.78205 2.15369 8.12695
N -1.91735 -1.46379 -0.03568
C -2.91102 -1.87320 0.37194
C -4.12569 -2.39572 0.87588
C -5.31140 -2.26094 0.14760
C -6.48507 -2.77631 0.66127
C -6.48929 -3.42188 1.89124
C -5.31075 -3.55404 2.61540
C -4.12985 -3.04124 2.11726
H -5.29280 -1.74370 -0.80240
H -7.40602 -2.67492 0.10319
H -7.41265 -3.82302 2.28730
H -5.31705 -4.05775 3.57278
H -3.20300 -3.12340 2.66985
Br -3.29609 7.02387 -3.24299
C -3.85708 5.34900 -2.50746
C -5.14640 4.90288 -2.79319
C -5.55138 3.67846 -2.24804
C -4.70421 2.93633 -1.46031
C -3.38351 3.39170 -1.18982
C -2.97456 4.64223 -1.73176
C -2.51331 2.57631 -0.43135
O -1.25663 3.10598 -0.17817
O -2.80671 1.41979 0.01973
H -5.80411 5.48626 -3.42133
H -6.55243 3.31958 -2.45704
H -5.01760 1.99046 -1.03913
H -1.97995 5.01521 -1.53701
N 0.79868 2.48603 0.66779
C -0.30574 2.17888 0.15884
H 0.97537 3.46456 0.87833
*
```

Output
<S²> ... 8.817
ΔE to the lowest compared entry with this formula, charge and spin ... 7.3 kcal per mole
Frontier orbital gap (alpha / beta) ... 3.49 / 6.86 eV
Total energy ... -5586.40236 a.u.
LUMO (alpha / beta) ... -0.376 / -0.391 eV

Entry 5:
ORCA calculation (ωB97M-V/def2-TZVPD) on a 2-piece molecular cluster, CH2N4 overall in a non-equilibrium geometry.

The geometry in ORCA input format:
```
! wB97M-V def2-TZVPD RIJCOSX def2/J DEFGRID3
* xyz 0 1
N 1.04324 -1.17647 0.45195
C 0.64696 -0.35664 -0.25347
N 0.03895 0.41657 -0.97382
H 1.30422 -0.79929 1.55068
H 0.66838 1.13696 -1.40809
N -2.00478 0.75964 -0.06411
N -1.69696 0.01923 0.69687
*
```

Output
ΔE to the lowest compared entry with this formula, charge and spin ... 34.5 kcal per mole
Frontier orbital gap ... 10.94 eV
Total energy ... -258.29080 a.u.
LUMO ... 0.714 eV
SMILES string ... N=C=N.N#N

Entry 6:
ORCA calculation (ωB97M-V/def2-TZVPD) on CH4O2Tl as an isolated structure in a non-equilibrium geometry.

The geometry in ORCA input format:
```
! wB97M-V def2-TZVPD RIJCOSX def2/J DEFGRID3
* xyz 0 2
H -1.96261 0.33492 1.61262
O -2.89486 0.41613 2.79312
Tl -2.70987 -0.28235 4.89651
O -4.58948 0.37834 2.90072
C -5.21370 1.62240 2.90301
H -6.24926 1.46641 2.56111
H -5.22597 2.07008 3.91357
H -4.72263 2.32973 2.21196
*
```

Output
<S²> ... 0.794
ΔE to the lowest compared entry with this formula, charge and spin ... 0.0 kcal per mole
Frontier orbital gap (alpha / beta) ... 7.04 / 8.67 eV
Total energy ... -363.23095 a.u.
LUMO (alpha / beta) ... -0.193 / -0.406 eV

Entry 7:
ORCA calculation (ωB97M-V/def2-TZVPD) on one molecule with the formula C18H19Cl2N3O3S in a non-equilibrium geometry.

The geometry in ORCA input format:
```
! wB97M-V def2-TZVPD RIJCOSX def2/J DEFGRID3
* xyz 0 1
O 0.35535 0.56812 -1.82312
C 0.58147 1.36201 -0.93383
N 1.81495 1.85403 -0.68492
C 2.99548 1.33548 -1.34986
C 3.68856 0.30810 -0.49194
C 3.02997 -0.86677 -0.14251
C 3.68089 -1.77409 0.67709
N 4.90227 -1.58369 1.14713
C 5.52963 -0.47146 0.81124
C 4.97104 0.50699 0.00177
C -0.49520 1.84042 0.03866
C -1.85768 1.81335 -0.65841
C -3.01387 1.93180 0.33454
N -2.91099 0.98667 1.41879
S -3.67937 -0.47436 1.29311
O -5.00806 -0.22288 0.83554
O -3.49109 -1.14412 2.54396
C -2.77130 -1.44204 0.05387
C -1.73188 -2.21291 0.54268
C -0.90802 -2.89702 -0.33671
Cl 0.40579 -3.82517 0.27557
C -1.12873 -2.82497 -1.70628
C -2.18877 -2.08301 -2.18805
C -3.01485 -1.38655 -1.30999
Cl -4.32208 -0.47007 -1.93658
C -1.66470 1.04519 2.13799
C -0.45909 0.85288 1.21743
H 1.96356 2.43461 0.12525
H 2.64456 0.87116 -2.27605
H 3.66934 2.16252 -1.58742
H 2.03551 -1.06546 -0.51104
H 3.20427 -2.69921 0.97212
H 6.52733 -0.35704 1.21446
H 5.52576 1.40085 -0.24199
H -0.27316 2.85059 0.39698
H -1.91614 2.63273 -1.37672
H -1.92675 0.88050 -1.21767
H -3.03073 2.93770 0.77063
H -3.97079 1.75259 -0.15519
H -1.59370 -2.26895 1.61120
H -0.47584 -3.34733 -2.38703
H -2.37718 -2.02325 -3.24747
H -1.60703 2.02234 2.63142
H -1.70317 0.26860 2.90186
H -0.46652 -0.16246 0.81793
H 0.46095 0.98358 1.79155
*
```

Output
Frontier orbital gap ... 9.64 eV
Total energy ... -2405.89792 a.u.
LUMO ... 0.300 eV
SMILES string ... O=C(NCc1ccncc1)C1CCN(S(=O)(=O)c2cc(Cl)ccc2Cl)CC1

Entry 8:
ORCA calculation (ωB97M-V/def2-TZVPD) on a 2-piece molecular cluster, C3H10N2 overall.

The geometry in ORCA input format:
```
! wB97M-V def2-TZVPD RIJCOSX def2/J DEFGRID3
* xyz -1 2
C -0.93774 1.94310 1.55310
N -1.76609 0.92867 2.21110
H -1.18285 2.12120 0.50252
H 0.09718 1.61591 1.59997
H -1.06386 2.92066 2.02887
H -2.66051 0.82407 1.74381
H -1.31159 0.02695 2.11518
C 1.75460 -0.54549 -1.25858
C 0.37258 -2.31581 -1.83379
N 1.54167 -1.69298 -2.07378
H 2.36190 -0.79781 -0.37455
H 0.80274 -0.06655 -0.95270
H 2.28136 0.24042 -1.81507
H 0.09963 -3.25115 -2.31982
H -0.38900 -1.95121 -1.12627
*
```

Output
<S²> ... 0.753
ΔE to the lowest compared entry with this formula, charge and spin ... 29.7 kcal per mole
Frontier orbital gap (alpha / beta) ... 2.77 / 7.03 eV
Total energy ... -229.70958 a.u.
LUMO (alpha / beta) ... 3.712 / 3.659 eV

> Which of these has the lowest total energy?

C41H44BrFN5O5RuSi2